[1]
Below is a molecular structure, C14H35AsF6N7O7Tl, with properties calculated with ωB97M-V/def2-TZVPD.

Calculated values
Net charge: +2
Gap between HOMO and LUMO in Eh: 0.1504
Multiplicity: 1
HOMO level in eV: -15.25
Electronic energy in a.u.: -4471.4623

Each line ends with the Löwdin charge.
Cartesian coordinates (Å):
Tl: -18.23674 -20.49572 13.08452  1.48
As: -18.21396 -16.54057 10.91352  0.72
F: -17.98134 -18.17265 11.54371  -0.31
F: -19.32867 -16.21590 12.19390  -0.24
F: -18.32722 -14.94361 10.31391  -0.21
F: -17.09201 -16.94092 9.63916  -0.25
F: -19.51741 -17.11321 9.93917  -0.23
F: -16.88675 -16.08313 11.95405  -0.25
O: -16.75735 -22.73480 12.11156  -0.06
C: -16.20372 -23.68060 11.55434  -0.56
N: -15.40631 -24.53154 12.22384  0.19
C: -16.25232 -23.83239 10.05950  0.01
H: -15.30742 -24.34762 13.20852  0.11
H: -14.81923 -25.20589 11.76692  0.12
H: -17.20185 -24.26460 9.74651  0.09
H: -15.39668 -24.34234 9.61766  0.09
H: -16.18808 -22.85005 9.58639  0.08
O: -15.77498 -19.98924 11.85436  0.01
C: -14.71463 -19.34405 11.90300  -0.51
N: -13.73913 -19.64523 12.76317  0.23
C: -14.50551 -18.20683 10.94899  0.04
H: -12.93412 -19.04178 12.77698  0.13
H: -13.86454 -20.41693 13.39543  0.13
H: -14.10428 -17.34898 11.49495  0.11
H: -15.44135 -17.91951 10.47439  0.06
H: -13.80116 -18.38572 10.13430  0.11
O: -18.33990 -20.45476 10.40186  -0.02
C: -18.49497 -20.74258 9.20723  -0.50
N: -19.18044 -21.81144 8.80093  0.22
C: -17.77471 -19.92063 8.18328  0.05
H: -19.34319 -21.95187 7.81783  0.13
H: -19.55602 -22.45364 9.47755  0.13
H: -18.40608 -19.09981 7.83998  0.11
H: -17.39840 -20.53762 7.36637  0.10
H: -16.87937 -19.45859 8.59727  0.09
O: -18.35711 -22.87518 14.67513  -0.05
C: -18.57688 -23.69154 15.57719  -0.56
N: -19.41281 -23.40647 16.58138  0.20
C: -17.92972 -25.04710 15.52791  0.03
H: -19.80878 -22.48479 16.65071  0.10
H: -19.59635 -24.09929 17.28656  0.12
H: -16.91485 -25.04136 15.14850  0.08
H: -18.51128 -25.65417 14.83077  0.10
H: -17.98432 -25.49681 16.51917  0.09
O: -16.46559 -18.61338 14.30136  -0.03
C: -16.12266 -17.79194 15.15905  -0.53
N: -15.59476 -18.18491 16.32672  0.21
C: -16.32757 -16.32159 14.94987  0.03
H: -15.43759 -19.17399 16.43425  0.11
H: -15.42959 -17.58585 17.11658  0.13
H: -16.49865 -15.80125 15.89421  0.09
H: -17.17922 -16.10654 14.31039  0.08
H: -15.43498 -15.89554 14.48999  0.11
O: -18.23932 -20.02345 15.94940  -0.06
C: -18.36149 -20.11195 17.16591  -0.58
N: -17.61567 -21.01365 17.84655  0.18
C: -19.28657 -19.23981 17.98236  0.03
H: -16.87786 -21.48323 17.34756  0.11
H: -17.64163 -21.13472 18.84445  0.12
H: -20.29340 -19.64188 17.89107  0.08
H: -19.26128 -18.26850 17.49063  0.10
H: -18.90752 -19.15226 18.99560  0.09
O: -20.71647 -20.78847 14.42902  -0.04
C: -21.89237 -21.15408 14.57107  -0.53
N: -22.37053 -22.20329 13.88162  0.21
C: -22.79483 -20.50774 15.56722  0.03
H: -23.36406 -22.36222 13.91768  0.12
H: -21.80488 -22.60598 13.15466  0.12
H: -23.25212 -19.57481 15.23379  0.11
H: -22.32844 -20.26049 16.51788  0.08
H: -23.63268 -21.17284 15.78864  0.09

Atoms 1-6, force components in eV/Å:
1.16 0.06 -0.14
-0.08 1.40 -0.21
-0.11 -1.23 0.78
0.10 -0.18 0.15
-0.12 -0.11 0.03
0.01 -0.26 0.09

---

[2]
Below is a molecular structure, C12H10N6O4RuS, with properties calculated with ωB97M-V/def2-TZVPD.

Calculated values
Expectation value of S²: 0.756
Net charge: +1
Gap between HOMO and LUMO (alpha / beta) in Eh: 0.2734 / 0.2598
Multiplicity: 2
ΔE to the lowest compared entry with this formula, charge and spin in kcal/mol: 0.0
HOMO level (alpha / beta) in eV: -12.07 / -12.10
Electronic energy in a.u.: -1585.6903

Each line ends with the Mulliken spin population.
Cartesian coordinates (Å):
Ru: 1.02660 -0.15698 0.44300  0.83
N: 4.15570 1.21364 3.00829  0.00
C: 3.08626 0.67044 2.43164  0.00
S: 3.11666 0.56282 0.64292  0.12
N: 2.11443 0.22392 3.17477  0.01
N: 1.11444 -0.32040 2.42995  0.00
C: 0.14201 -0.91898 3.01181  -0.02
C: -0.85778 -1.53093 2.13992  0.02
C: -1.96117 -2.21045 2.62046  0.00
C: -2.83845 -2.78968 1.71447  0.01
C: -2.58537 -2.68113 0.35805  0.00
C: -1.46116 -1.98754 -0.05540  0.02
N: -0.61815 -1.42512 0.80962  -0.04
H: 4.90592 1.58965 2.45693  0.00
H: 4.19246 1.29073 4.01193  0.00
H: 0.09621 -0.98546 4.09191  0.00
H: -2.12640 -2.27894 3.68650  0.00
H: -3.71248 -3.32011 2.06685  0.00
H: -3.24909 -3.11349 -0.37608  0.00
H: -1.22952 -1.86108 -1.10477  0.00
O: -1.02124 3.36916 -4.44819  0.00
C: -1.45269 2.31437 -3.73924  0.00
O: -2.60836 2.05072 -3.63186  0.00
C: -0.39092 1.44343 -3.13227  0.00
C: 0.43582 0.55200 -3.77970  0.00
N: 1.08985 -0.15382 -2.83285  0.00
N: 0.73110 0.23958 -1.61039  -0.04
C: -0.16193 1.20413 -1.76928  0.00
C: -0.65897 1.87586 -0.52887  0.00
O: -1.38395 2.82419 -0.55509  0.03
O: -0.19082 1.32464 0.59794  0.03
H: -0.07096 3.49846 -4.34467  0.00
H: 0.58568 0.35676 -4.82860  0.00
H: 1.78625 -0.87039 -2.95967  0.00

Atoms 1-6, force components in eV/Å:
-0.07 0.07 -0.23
0.02 0.03 0.00
0.03 -0.06 -0.05
0.07 -0.01 0.09
-0.02 -0.01 0.03
-0.02 0.06 0.13

---

[3]
Below is a gas-phase ion, C4H10NO2 (charge +1), with properties calculated with ωB97M-V/def2-TZVPD.

Calculated values
SMILES: C/C=C/C([NH3+])(O)O
Net charge: +1
Gap between HOMO and LUMO in Eh: 0.3930
Multiplicity: 1
ΔE to the lowest compared entry with this formula, charge and spin in kcal/mol: 57.2
HOMO level in eV: -14.08
Electronic energy in a.u.: -363.3444

Each line ends with the Löwdin charge.
Cartesian coordinates (Å):
C: -2.76698 0.67324 -0.21339  -0.06
C: -1.41693 0.44992 0.29479  -0.15
C: -0.36738 0.05439 -0.40212  0.01
C: 1.22580 0.02830 0.22770  -0.55
N: 1.73267 -1.45501 -0.32532  0.23
O: 2.09655 0.93916 -0.16463  0.13
O: 1.24354 -0.17299 1.56075  0.09
H: -3.28121 -0.08920 0.29861  0.08
H: -3.08566 1.61664 0.26683  0.11
H: -2.82404 0.66375 -1.27350  0.08
H: -1.13794 0.74227 1.35048  0.15
H: -0.22335 -0.22557 -1.39375  0.08
H: 2.50684 -1.87409 0.20240  0.16
H: 0.89679 -2.00598 -0.08516  0.15
H: 1.94706 -1.57773 -1.38314  0.21
H: 1.82141 1.56724 -0.83038  0.15
H: 1.63285 0.66564 1.86982  0.15

Atoms 1-6, force components in eV/Å:
0.56 1.18 1.59
2.53 0.81 0.97
4.05 0.38 1.91
-4.01 -1.72 -1.40
-0.29 -0.51 -1.45
1.12 0.48 0.19

---

Question: Which value of electronic energy does entry 2 give?
Answer: -1585.6903 a.u.

---

Question: Among the records above, which one has the lowest electronic energy?
Answer: C14H35AsF6N7O7Tl

---

Question: Which of these has the highest net charge?
Answer: C14H35AsF6N7O7Tl

---

Copy entry 3 word for word.
Below is a gas-phase ion, C4H10NO2 (charge +1), with properties calculated with ωB97M-V/def2-TZVPD.

Calculated values
SMILES: C/C=C/C([NH3+])(O)O
Net charge: +1
Gap between HOMO and LUMO in Eh: 0.3930
Multiplicity: 1
ΔE to the lowest compared entry with this formula, charge and spin in kcal/mol: 57.2
HOMO level in eV: -14.08
Electronic energy in a.u.: -363.3444

Each line ends with the Löwdin charge.
Cartesian coordinates (Å):
C: -2.76698 0.67324 -0.21339  -0.06
C: -1.41693 0.44992 0.29479  -0.15
C: -0.36738 0.05439 -0.40212  0.01
C: 1.22580 0.02830 0.22770  -0.55
N: 1.73267 -1.45501 -0.32532  0.23
O: 2.09655 0.93916 -0.16463  0.13
O: 1.24354 -0.17299 1.56075  0.09
H: -3.28121 -0.08920 0.29861  0.08
H: -3.08566 1.61664 0.26683  0.11
H: -2.82404 0.66375 -1.27350  0.08
H: -1.13794 0.74227 1.35048  0.15
H: -0.22335 -0.22557 -1.39375  0.08
H: 2.50684 -1.87409 0.20240  0.16
H: 0.89679 -2.00598 -0.08516  0.15
H: 1.94706 -1.57773 -1.38314  0.21
H: 1.82141 1.56724 -0.83038  0.15
H: 1.63285 0.66564 1.86982  0.15

Atoms 1-6, force components in eV/Å:
0.56 1.18 1.59
2.53 0.81 0.97
4.05 0.38 1.91
-4.01 -1.72 -1.40
-0.29 -0.51 -1.45
1.12 0.48 0.19